1.
ORCA calculation (ωB97M-V/def2-TZVPD) on 6 unconnected molecules or ions with the total composition C5H20NO7.

```
33
C5H20NO7 (ωB97M-V/def2-TZVPD)
O 2.314 1.269 1.795
C 1.590 1.029 2.724
O 2.074 0.918 3.994
C 0.050 1.107 2.667
C -0.470 1.175 1.220
C -0.831 -0.178 0.670
C -1.431 -1.207 1.300
N -0.695 -0.326 -0.796
H 1.714 0.126 4.420
H -0.051 2.117 3.093
H -0.538 0.540 3.396
H 0.239 1.748 0.612
H -1.319 1.836 1.337
H -1.902 -2.097 0.903
H -1.204 -1.155 2.350
H -0.760 0.645 -1.232
H -1.368 -0.996 -1.166
H 0.287 -0.598 -1.091
H -0.800 2.772 -3.738
H -1.984 2.140 -3.599
O -1.171 2.146 -3.079
H 2.242 0.314 -0.487
H 2.666 -1.079 -1.379
O 2.091 -0.328 -1.174
H 2.312 3.649 -0.626
H 1.987 2.324 0.183
O 1.690 2.937 -0.493
H -2.332 -2.800 -3.220
H -2.486 -3.303 -1.964
O -2.278 -2.418 -2.322
H 0.746 -4.567 -1.228
H -0.320 -3.693 -1.960
O -0.063 -4.045 -1.111
```

largest force on an atom: 2.552 eV/Å
total charge: +1
calculated total energy: -783.68860 Ha


2.
ORCA calculation (ωB97M-V/def2-TZVPD) on a molecular structure, C4H8O2.

```
14
C4H8O2 (ωB97M-V/def2-TZVPD)
C 0.220 -1.518 -0.610
C -0.584 -0.914 0.514
O 0.176 -0.416 1.609
C -0.550 0.531 0.774
C 0.198 1.560 -0.460
O 1.557 1.482 -0.224
H 1.110 -0.912 -0.808
H -0.385 -1.578 -1.521
H 0.540 -2.532 -0.347
H -1.491 -1.444 0.805
H -1.340 1.039 1.322
H -0.233 2.543 -0.254
H -0.154 1.103 -1.383
H 0.937 1.056 0.582
```

largest force on an atom: 5.008 eV/Å
calculated total energy: -307.53432 Ha


3.
ORCA calculation (ωB97M-V/def2-TZVPD) on 2 unconnected molecules or ions with the total composition C3H8N2O.

```
14
C3H8N2O (ωB97M-V/def2-TZVPD)
C -2.642 0.375 -1.586
C -1.375 0.327 -1.174
O -1.043 0.948 0.001
H -2.945 -0.196 -2.453
H -3.368 1.052 -1.165
H -0.556 -0.133 -1.698
H -0.100 0.853 0.101
N 1.251 -0.733 2.049
C 1.885 -0.561 0.859
N 2.029 0.531 0.216
H 0.900 0.124 2.450
H 0.740 -1.583 2.215
H 2.341 -1.501 0.507
H 2.884 0.496 -0.322
```

largest force on an atom: 1.616 eV/Å
calculated total energy: -303.81557 Ha


4.
ORCA calculation (ωB97M-V/def2-TZVPD) on 2 unconnected molecules or ions with the total composition C3H8S2.

```
13
C3H8S2 (ωB97M-V/def2-TZVPD)
S 2.882 1.578 3.672
S 2.455 -0.097 4.707
H 1.869 2.327 4.029
H 3.198 0.111 5.771
C -1.219 -0.831 -0.874
C -1.091 -0.072 -2.172
C -1.287 -0.406 -3.458
H -1.630 -1.814 -0.754
H -0.180 -0.724 -0.544
H -1.666 -0.088 -0.194
H -0.695 0.933 -1.970
H -1.752 0.304 -4.160
H -0.883 -1.220 -4.053
```

largest force on an atom: 2.925 eV/Å
calculated total energy: -915.37282 Ha